Computed, not measured: a molecular structure, C48H59AsN4O3PPt, with ωB97M-V/def2-TZVPD.

Properties
- largest force on an atom (eV/A) = 8.12
- highest occupied orbital energy (alpha / beta) (eV) = -14.05 / -14.05

```
! RIJCOSX wB97M-V def2-TZVPD def2/J DEFGRID3
* xyz 3 1
Pt 0.9664 -0.8076 0.0572
O 6.0648 -1.7403 4.7468
C 5.5345 -0.4656 4.4126
C 4.4628 -0.6082 3.3683
C 4.6229 -1.4727 2.2864
C 3.6197 -1.5363 1.3390
N 2.4909 -0.7997 1.3908
C 2.3205 0.0523 2.4349
C 3.2962 0.1686 3.4305
C 1.0464 0.8126 2.4198
C 0.6868 1.7664 3.3747
C -0.5518 2.4212 3.2861
C -0.9403 3.4538 4.3067
O -0.8202 2.9199 5.6189
C -1.3938 2.1103 2.2214
C -0.9717 1.1612 1.3096
N 0.2104 0.5173 1.3900
H 6.7148 -1.5970 5.4546
H 6.3414 0.1682 4.0307
H 5.1316 -0.0181 5.3271
H 5.5077 -2.0935 2.1894
H 3.6966 -2.2015 0.4840
H 3.1642 0.8491 4.2637
H 1.3466 2.0179 4.1981
H -1.9774 3.7776 4.1715
H -0.2943 4.3333 4.2211
H -1.1693 2.0118 5.5911
H -2.3580 2.5908 2.0948
H -1.5894 0.8810 0.4613
C -0.0113 -4.5997 2.0250
C 0.5565 -3.5485 1.0336
N 0.1924 -2.1478 1.3974
C -1.2968 -2.0661 1.4456
C -1.9270 -3.0670 2.4514
N -0.7977 -3.8621 3.1117
C 0.1415 -2.8869 3.8261
C 0.7038 -1.8915 2.7757
H 0.7811 -5.1615 2.5294
H -0.7077 -5.2907 1.5398
H 0.1983 -3.7689 0.0203
H 1.6485 -3.6424 0.9849
H -1.7064 -2.2460 0.4438
H -1.5996 -1.0443 1.7064
H -2.5816 -3.7916 1.9572
H -2.4713 -2.5586 3.2533
H -1.1859 -4.5342 3.7838
H 0.9309 -3.4859 4.2909
H -0.4480 -2.3828 4.5982
H 1.7998 -1.9394 2.7747
H 0.4559 -0.8651 3.0735
C 2.9815 -0.1740 -3.4195
C 3.4599 -0.8076 -2.1046
C 3.9062 -2.2561 -2.3529
C 4.6250 0.0074 -1.5237
O 2.4626 -0.8076 -1.2400
H 3.7899 -0.1593 -4.1605
H 2.6497 0.8634 -3.2803
H 2.1441 -0.7286 -3.8634
H 4.7361 -2.2898 -3.0692
H 3.0961 -2.8720 -2.7654
H 4.2520 -2.7444 -1.4321
H 5.4717 0.0263 -2.2208
H 4.9920 -0.4142 -0.5786
H 4.3417 1.0502 -1.3287
C -0.4170 1.8874 -2.9422
C -0.6106 1.2155 -4.3257
As -2.4115 0.6693 -5.0091
C -3.4095 2.1490 -4.1931
C -4.3457 1.9780 -3.1637
C -5.0341 3.0820 -2.6478
C -4.7938 4.3608 -3.1568
C -3.8643 4.5380 -4.1829
C -3.1768 3.4369 -4.6989
C -2.8761 -0.9429 -4.0035
C -1.8782 -1.8015 -3.5237
C -2.2272 -3.0021 -2.8923
C -3.5722 -3.3478 -2.7358
C -4.5698 -2.5039 -3.2280
C -4.2226 -1.3140 -3.8730
P 0.0508 0.7777 -1.5281
C 0.9358 2.0632 -0.6128
C 0.4361 2.5205 0.6180
C 1.1192 3.5058 1.3364
C 2.3103 4.0370 0.8371
C 2.8224 3.5794 -0.3798
C 2.1414 2.5936 -1.1018
C -1.5929 0.3827 -0.8870
C -2.5381 1.3833 -0.5998
C -3.7767 1.0460 -0.0425
C -4.0787 -0.2873 0.2410
C -3.1363 -1.2831 -0.0185
C -1.8972 -0.9472 -0.5718
H -1.1915 2.6394 -2.7044
H 0.5004 2.4827 -3.1201
H 0.1588 0.4371 -4.5081
H -0.3903 2.0249 -5.0560
H -4.5498 1.0062 -2.7512
H -5.7558 2.9461 -1.8530
H -5.3281 5.2133 -2.7576
H -3.6782 5.5270 -4.5814
H -2.4623 3.5854 -5.4986
H -0.8338 -1.5549 -3.6472
H -1.4544 -3.6623 -2.5216
H -3.8404 -4.2732 -2.2430
H -5.6116 -2.7777 -3.1220
H -5.0043 -0.6838 -4.2765
H -0.4797 2.1197 1.0290
H 0.7255 3.8558 2.2822
H 2.8381 4.7992 1.3954
H 3.7490 3.9871 -0.7623
H 2.5558 2.2444 -2.0388
H -2.3243 2.4248 -0.7921
H -4.5017 1.8199 0.1735
H -5.0365 -0.5467 0.6728
H -3.3618 -2.3153 0.2164
H -1.1679 -1.7270 -0.7453
H 0.3170 -1.9321 -1.0673
*
```

Atom charges from the Löwdin analysis, given in e for atoms 1 to 99: number 1, Pt, carries 1.37; number 2, O, carries -0.04; number 3, C, carries -0.19; number 4, C, carries -0.12; number 5, C, carries 0.06; number 6, C, carries -0.07; number 7, N, carries -0.10; number 8, C, carries -0.20; number 9, C, carries 0.10; number 10, C, carries -0.21; number 11, C, carries 0.06; number 12, C, carries -0.17; number 13, C, carries -0.18; number 14, O, carries -0.02; number 15, C, carries 0.05; number 16, C, carries -0.22; number 17, N, carries -0.12; number 18, H, carries 0.12; number 19, H, carries 0.15; number 20, H, carries 0.13; number 21, H, carries 0.15; number 22, H, carries 0.11; number 23, H, carries 0.13; number 24, H, carries 0.15; number 25, H, carries 0.14; number 26, H, carries 0.15; number 27, H, carries 0.10; number 28, H, carries 0.16; number 29, H, carries 0.00; number 30, C, carries -0.02; number 31, C, carries -0.11; number 32, N, carries -0.26; number 33, C, carries -0.18; number 34, C, carries -0.01; number 35, N, carries -0.06; number 36, C, carries 0.00; number 37, C, carries -0.12; number 38, H, carries 0.15; number 39, H, carries 0.15; number 40, H, carries 0.12; number 41, H, carries 0.13; number 42, H, carries 0.04; number 43, H, carries 0.13; number 44, H, carries 0.15; number 45, H, carries 0.15; number 46, H, carries 0.20; number 47, H, carries 0.15; number 48, H, carries 0.15; number 49, H, carries 0.11; number 50, H, carries 0.11; number 51, C, carries -0.02; number 52, C, carries -0.78; number 53, C, carries -0.01; number 54, C, carries 0.00; number 55, O, carries -0.41; number 56, H, carries 0.11; number 57, H, carries 0.06; number 58, H, carries 0.08; number 59, H, carries 0.10; number 60, H, carries 0.09; number 61, H, carries 0.07; number 62, H, carries 0.11; number 63, H, carries 0.07; number 64, H, carries 0.07; number 65, C, carries -0.30; number 66, C, carries -0.42; number 67, As, carries 1.33; number 68, C, carries -0.42; number 69, C, carries -0.13; number 70, C, carries -0.08; number 71, C, carries -0.07; number 72, C, carries -0.06; number 73, C, carries -0.12; number 74, C, carries -0.41; number 75, C, carries -0.14; number 76, C, carries -0.11; number 77, C, carries -0.09; number 78, C, carries -0.06; number 79, C, carries -0.11; number 80, P, carries 1.10; number 81, C, carries -0.30; number 82, C, carries -0.10; number 83, C, carries -0.01; number 84, C, carries -0.01; number 85, C, carries -0.03; number 86, C, carries -0.07; number 87, C, carries -0.39; number 88, C, carries -0.11; number 89, C, carries -0.03; number 90, C, carries 0.02; number 91, C, carries -0.07; number 92, C, carries -0.22; number 93, H, carries 0.10; number 94, H, carries 0.09; number 95, H, carries 0.05; number 96, H, carries 0.07; number 97, H, carries 0.07; number 98, H, carries 0.10; number 99, H, carries 0.11

Computed, not measured: a molecular structure, C48H60ClFNNaP4, with ωB97M-V/def2-TZVPD.

Properties
- largest force on an atom (eV/A) = 1.54
- highest occupied orbital energy (eV) = -0.41
- energy above the lowest of the compared OMol25 structures with the same formula, charge and spin (eV) = 0.0000

```
! RIJCOSX wB97M-V def2-TZVPD def2/J DEFGRID3
* xyz -2 1
Na 0.1817 -1.0767 -0.7586
C -0.9184 1.8741 -2.1964
C -0.7951 0.7227 -3.0131
C 0.5449 0.6471 -3.4603
C 1.2455 1.7503 -2.9240
C 0.3473 2.5075 -2.1356
C 0.6707 3.7098 -1.2882
C 2.7005 2.0313 -3.1925
C 1.1169 -0.3927 -4.3905
C -1.8737 -0.2681 -3.3827
C -2.1700 2.3561 -1.5096
H -0.1194 4.4717 -1.3373
H 1.6022 4.1907 -1.6096
H 0.7933 3.4479 -0.2236
H 2.9225 2.0213 -4.2667
H 3.3601 1.2787 -2.7296
H 3.0010 3.0106 -2.8045
H 0.9817 -0.1255 -5.4542
H 0.6533 -1.3705 -4.2312
H 2.1938 -0.5212 -4.2247
H -2.0747 -0.2738 -4.4636
H -2.8183 -0.0511 -2.8737
H -1.5858 -1.2943 -3.1115
H -2.2028 3.4532 -1.4597
H -2.2578 1.9804 -0.4741
H -3.0702 2.0269 -2.0404
C -2.9925 -1.2463 2.0706
N -3.7895 -0.0468 2.3957
C -3.1489 1.2252 2.7191
P -1.3351 1.4160 2.3289
C -0.6076 0.5256 3.7707
C -1.1575 0.4336 5.0468
C -0.4879 -0.2363 6.0633
C 0.7384 -0.8414 5.8153
C 1.2861 -0.7757 4.5429
C 0.6163 -0.0976 3.5318
C -1.2969 3.1781 2.9256
C -1.7538 4.1319 2.0070
C -1.7499 5.4858 2.3114
C -1.2696 5.9225 3.5404
C -0.7766 4.9949 4.4450
C -0.7844 3.6362 4.1389
C -5.1478 -0.1202 2.6285
C -5.9081 -1.2737 2.3397
C -7.2606 -1.3329 2.6199
C -7.9330 -0.2596 3.1986
C -7.2072 0.8896 3.4689
C -5.8487 0.9702 3.1891
P -2.4149 -1.4217 0.2752
C -4.1860 -1.4400 -0.4140
C -4.6518 -0.1574 -0.7350
C -5.8876 0.0505 -1.3329
C -6.6867 -1.0363 -1.6641
C -6.2491 -2.3181 -1.3558
C -5.0227 -2.5139 -0.7276
C -2.1189 -3.2435 0.2746
C -2.3112 -3.9797 -0.8953
C -2.0864 -5.3483 -0.9297
C -1.6253 -6.0076 0.1995
C -1.3744 -5.2800 1.3565
C -1.6222 -3.9135 1.3929
H -3.5641 -2.1302 2.3338
H -2.0852 -1.2456 2.6729
H -3.2984 1.4441 3.7826
H -3.6187 2.0406 2.1625
H -2.1117 0.8973 5.2679
H -0.9244 -0.2834 7.0551
H 1.2552 -1.3709 6.6071
H 2.2324 -1.2634 4.3345
H 1.0127 -0.0658 2.5224
H -2.0964 3.8003 1.0294
H -2.1092 6.2015 1.5804
H -1.2699 6.9792 3.7848
H -0.3791 5.3260 5.3981
H -0.3800 2.9335 4.8558
H -5.4471 -2.1186 1.8551
H -7.8042 -2.2361 2.3648
H -8.9922 -0.3155 3.4209
H -7.6993 1.7515 3.9076
H -5.3349 1.8950 3.4077
H -4.0094 0.6918 -0.5131
H -6.2192 1.0591 -1.5589
H -7.6374 -0.8890 -2.1632
H -6.8633 -3.1759 -1.6113
H -4.7245 -3.5230 -0.4707
H -2.6121 -3.4663 -1.8004
H -2.2388 -5.8949 -1.8537
H -1.4321 -7.0740 0.1699
H -0.9666 -5.7761 2.2308
H -1.3815 -3.3586 2.2908
C 3.5546 3.0513 2.1971
P 3.1539 1.9493 0.7612
C 4.2162 2.8312 -0.4651
C 4.3251 0.5636 1.2021
C 4.5100 -0.5084 0.0999
P 2.9881 -1.3881 -0.5639
C 3.8955 -2.2825 -1.8954
C 2.8735 -2.7284 0.6982
H 3.1096 4.0345 2.0224
H 4.6365 3.1623 2.3365
H 3.1195 2.6445 3.1087
H 5.1839 3.1066 -0.0333
H 3.6893 3.7289 -0.7969
H 4.3713 2.2026 -1.3427
H 3.9445 0.1094 2.1258
H 5.2976 1.0131 1.4351
H 5.2197 -1.2704 0.4390
H 4.9606 -0.0172 -0.7702
H 4.8197 -2.7327 -1.5150
H 4.1348 -1.5808 -2.6998
H 3.2252 -3.0453 -2.2891
H 3.8442 -3.2160 0.8499
H 2.1370 -3.4500 0.3365
H 2.5066 -2.3168 1.6443
Cl 0.6152 -3.1410 -2.0463
F -0.2144 -1.3911 1.1368
*
```

Atom charges from the Löwdin analysis, given in e for atoms 1 to 99: number 1, Na, carries -0.13; number 2, C, carries -0.25; number 3, C, carries -0.26; number 4, C, carries -0.27; number 5, C, carries -0.25; number 6, C, carries -0.25; number 7, C, carries -0.09; number 8, C, carries -0.09; number 9, C, carries -0.08; number 10, C, carries -0.07; number 11, C, carries -0.09; number 12, H, carries 0.05; number 13, H, carries 0.04; number 14, H, carries 0.03; number 15, H, carries 0.07; number 16, H, carries 0.04; number 17, H, carries 0.04; number 18, H, carries 0.06; number 19, H, carries 0.02; number 20, H, carries 0.05; number 21, H, carries 0.06; number 22, H, carries 0.04; number 23, H, carries 0.04; number 24, H, carries 0.06; number 25, H, carries 0.02; number 26, H, carries 0.05; number 27, C, carries -0.28; number 28, N, carries -0.14; number 29, C, carries -0.33; number 30, P, carries 1.13; number 31, C, carries -0.39; number 32, C, carries -0.11; number 33, C, carries -0.10; number 34, C, carries -0.11; number 35, C, carries -0.08; number 36, C, carries -0.11; number 37, C, carries -0.35; number 38, C, carries -0.10; number 39, C, carries -0.09; number 40, C, carries -0.12; number 41, C, carries -0.10; number 42, C, carries -0.09; number 43, C, carries -0.22; number 44, C, carries -0.03; number 45, C, carries -0.10; number 46, C, carries -0.14; number 47, C, carries -0.12; number 48, C, carries -0.04; number 49, P, carries 1.11; number 50, C, carries -0.34; number 51, C, carries -0.13; number 52, C, carries -0.09; number 53, C, carries -0.11; number 54, C, carries -0.10; number 55, C, carries -0.11; number 56, C, carries -0.37; number 57, C, carries -0.17; number 58, C, carries -0.11; number 59, C, carries -0.12; number 60, C, carries -0.10; number 61, C, carries -0.10; number 62, H, carries 0.08; number 63, H, carries 0.06; number 64, H, carries 0.07; number 65, H, carries 0.08; number 66, H, carries 0.10; number 67, H, carries 0.09; number 68, H, carries 0.09; number 69, H, carries 0.10; number 70, H, carries 0.07; number 71, H, carries 0.08; number 72, H, carries 0.10; number 73, H, carries 0.09; number 74, H, carries 0.09; number 75, H, carries 0.09; number 76, H, carries 0.09; number 77, H, carries 0.10; number 78, H, carries 0.08; number 79, H, carries 0.09; number 80, H, carries 0.08; number 81, H, carries 0.07; number 82, H, carries 0.10; number 83, H, carries 0.09; number 84, H, carries 0.09; number 85, H, carries 0.09; number 86, H, carries 0.10; number 87, H, carries 0.10; number 88, H, carries 0.09; number 89, H, carries 0.09; number 90, H, carries 0.09; number 91, C, carries -0.32; number 92, P, carries 0.88; number 93, C, carries -0.31; number 94, C, carries -0.45; number 95, C, carries -0.44; number 96, P, carries 0.85; number 97, C, carries -0.32; number 98, C, carries -0.30; number 99, H, carries 0.03

Among the records above, which one has the highest largest force on an atom?
C48H59AsN4O3PPt

The highest largest force on an atom belongs to which entry?
C48H59AsN4O3PPt